Here is a 8-piece molecular cluster, C27H64N8O7 overall from OMol25. Energies are from ωB97M-V/def2-TZVPD.

Last column: Löwdin charge in e.
Element x y z (Å)
1 H 16.753 -2.992 0.756  0.127
2 H 12.586 0.470 6.826  0.059
3 H 11.086 -3.376 1.588  0.063
4 C 10.916 -5.398 3.976  -0.529
5 O 10.314 -6.047 0.682  0.056
6 H 17.040 0.819 3.426  0.056
7 H 14.733 3.412 7.540  0.110
8 C 10.393 -6.794 3.767  -0.005
9 C 19.205 -3.583 0.460  -0.020
10 H 11.746 -0.852 9.131  0.075
11 C 6.334 -3.533 2.755  -0.551
12 C 10.350 -2.367 7.406  -0.520
13 H 13.950 -6.339 4.831  0.083
14 H 9.184 -2.384 5.633  0.068
15 H 10.843 -7.222 2.873  0.071
16 H 12.835 -7.154 3.720  0.072
17 H 10.896 -0.412 4.090  0.087
18 H 15.636 -0.845 0.999  0.080
19 H 12.286 -4.562 1.161  0.078
20 N 17.316 -2.231 1.101  0.004
21 H 7.081 -2.525 0.367  0.085
22 H 15.304 -1.700 4.748  0.064
23 H 11.012 1.215 1.177  0.125
24 H 15.812 0.350 5.542  0.085
25 H 10.667 -7.466 4.588  0.088
26 H 16.191 4.778 6.010  0.072
27 C 9.140 2.374 2.581  -0.011
28 H 10.957 -0.844 2.416  0.066
29 C 13.845 1.818 5.878  -0.237
30 H 13.589 1.328 4.934  0.093
31 H 13.389 1.211 2.422  0.047
32 H 14.623 -2.923 5.773  0.092
33 H 16.289 -1.215 2.575  0.055
34 C 11.724 -3.715 0.771  -0.066
35 N 7.581 -3.158 2.380  0.021
36 O 13.440 -1.573 2.420  0.009
37 H 13.935 -5.911 3.139  0.082
38 O 10.150 -4.440 3.986  -0.006
39 N 10.951 -4.151 -0.409  0.018
40 C 9.056 -5.407 -1.231  -0.002
41 H 8.026 -1.465 1.396  0.078
42 H 10.595 -3.346 -0.896  0.122
43 O 11.439 -2.161 6.910  0.027
44 C 13.291 -6.203 3.972  -0.068
45 C 10.615 2.514 2.697  -0.563
46 C 16.152 1.369 5.302  -0.252
47 C 11.132 -1.631 9.582  -0.072
48 H 13.274 2.906 2.143  0.094
49 H 17.161 -0.174 1.405  0.077
50 H 8.808 -2.885 0.698  0.055
51 C 11.303 -1.159 3.396  -0.005
52 H 8.054 -5.281 -0.824  0.081
53 H 8.372 -3.495 2.906  0.088
54 H 9.201 -6.426 -1.594  0.084
55 H 13.095 2.607 5.964  0.114
56 N 12.243 -5.221 4.171  0.042
57 H 14.256 -0.059 7.036  0.060
58 H 6.139 -5.324 3.912  0.087
59 C 10.151 -5.220 -0.190  -0.573
60 H 16.942 4.672 7.577  0.066
61 C 16.642 4.073 6.710  -0.095
62 C 16.560 -1.073 1.531  -0.089
63 C 18.658 -2.230 0.802  -0.546
64 C 15.618 2.995 7.068  -0.238
65 H 18.768 -4.141 -0.369  0.077
66 H 10.682 -1.275 10.505  0.085
67 H 9.126 -4.775 -2.118  0.073
68 H 10.671 -1.995 3.719  0.056
69 H 17.155 1.385 5.728  0.114
70 N 11.416 1.878 1.814  0.012
71 H 12.542 -1.989 5.394  0.078
72 C 12.772 -1.473 3.450  -0.537
73 H 17.552 3.711 6.232  0.064
74 H 9.310 -6.769 3.741  0.084
75 C 16.223 1.456 3.773  -0.076
76 N 13.207 -1.954 4.629  0.019
77 H 12.452 -2.963 0.476  0.077
78 C 13.605 0.815 7.036  -0.090
79 H 14.782 -3.227 4.020  0.079
80 H 9.213 -2.452 9.076  0.129
81 O 19.346 -1.233 0.935  0.046
82 H 8.247 -2.569 7.132  0.077
83 H 7.258 -4.156 4.595  0.050
84 C 6.304 -4.259 4.074  0.003
85 H 8.787 2.198 1.560  0.078
86 H 16.076 2.210 7.677  0.109
87 N 15.196 2.375 5.771  -0.184
88 H 8.563 3.207 2.976  0.084
89 H 20.279 -3.557 0.269  0.080
90 O 11.080 3.187 3.614  0.030
91 H 9.323 -3.948 6.553  0.085
92 H 5.561 -3.895 4.783  0.083
93 N 10.109 -2.176 8.726  0.013
94 H 13.202 1.820 0.804  0.089
95 C 14.542 -2.481 4.779  -0.068
96 C 9.142 -2.878 6.597  0.012
97 H 15.326 1.059 3.293  0.043
98 H 13.611 1.258 8.030  0.062
99 H 8.789 1.550 3.211  0.082
100 O 5.351 -3.321 2.056  0.030
101 C 7.873 -2.511 1.107  -0.052
102 H 12.533 -4.269 4.348  0.109
103 H 16.386 2.477 3.433  0.079
104 C 12.846 1.955 1.829  -0.079
105 H 11.900 -2.373 9.831  0.088
106 H 19.162 -4.235 1.339  0.083

Output
Relative energy (zero: lowest compared OMol25 entry of this formula, charge and spin), kJ/mol: 98.4
Charge: 0
Lowest unoccupied orbital energy, Eh: 0.011
Orbital gap, Eh: 0.3067
SMILES string: CCN(CC)CC.CNC(C)=O.CNC(C)=O.CNC(C)=O.CNC(C)=O.CNC(C)=O.CNC(C)=O.CNC(C)=O

***

Here is C27H64N8O8V as an isolated structure from OMol25. Energies are from ωB97M-V/def2-TZVPD.

Last column: Mulliken spin population.
Element x y z (Å)
1 C -4.588 -1.438 4.043  0.000
2 H 0.876 2.162 2.549  -0.001
3 C -5.928 -2.156 3.890  0.000
4 H -1.672 0.091 -6.615  0.000
5 H -2.821 -5.096 6.216  0.000
6 C -2.614 -4.318 5.482  0.000
7 C -1.779 -3.046 -3.008  0.000
8 O 2.542 -0.957 -0.299  0.004
9 H -0.864 -0.627 2.953  0.000
10 H 4.397 -1.705 -0.479  0.001
11 H 5.206 2.027 -4.679  0.000
12 H 6.065 1.920 -3.108  0.000
13 H 0.817 3.975 0.851  0.000
14 H -2.679 -3.434 -2.536  0.000
15 C -2.232 -1.580 4.337  0.000
16 H 2.809 -1.849 3.232  0.000
17 C -3.061 0.317 -1.198  0.001
18 N -3.475 -2.366 4.222  0.000
19 C 0.804 4.914 0.301  -0.001
20 C -3.755 1.665 0.689  0.001
21 H 1.973 -0.815 2.167  -0.001
22 H -5.516 0.189 -1.768  0.000
23 H -0.608 -1.212 -7.043  0.000
24 H -2.340 -0.904 5.195  0.000
25 C 2.947 1.587 -2.655  -0.001
26 O 0.145 -0.100 0.544  -0.239
27 H 6.000 -1.806 1.105  0.000
28 H -1.629 -3.936 5.759  0.000
29 H 0.030 0.444 -7.131  0.000
30 C -0.434 3.609 -1.379  0.001
31 H -1.492 -5.578 -1.869  0.000
32 H -5.891 0.003 -0.092  0.000
33 N 2.948 2.544 2.280  -0.001
34 H -2.415 0.210 3.172  0.000
35 C 5.281 -1.697 1.908  0.000
36 C 2.980 -1.030 2.526  0.000
37 O -1.878 0.339 -0.913  0.007
38 C 0.084 5.912 -1.801  0.000
39 H -1.376 -2.236 4.476  0.000
40 H -4.432 -0.851 3.138  0.000
41 H 5.435 -0.363 -2.609  0.000
42 C -0.811 0.389 -4.242  0.000
43 O -0.356 0.582 -3.120  0.003
44 O -0.292 2.503 -0.859  0.010
45 H 0.694 -2.204 -5.131  0.000
46 H -6.726 -1.555 3.456  0.000
47 H -5.845 -3.062 3.286  0.000
48 H -0.954 3.729 -2.340  0.001
49 H -3.497 -2.596 6.354  0.000
50 N 4.121 1.183 -3.115  -0.001
51 H 1.469 3.507 3.442  0.000
52 H 4.812 3.176 -3.446  0.000
53 H -0.444 -5.461 -3.238  0.000
54 H 1.800 -0.917 -5.546  0.000
55 N -0.649 -3.608 -2.299  0.003
56 H 3.992 3.858 3.608  0.000
57 H -2.688 1.887 0.746  -0.001
58 C 0.274 -2.880 -1.662  0.004
59 H 0.319 5.639 0.954  0.000
60 H -4.715 -0.773 4.911  0.000
61 O 2.072 0.819 -2.247  0.022
62 H 2.806 2.672 -2.722  0.000
63 H 4.935 3.169 2.279  0.000
64 H 1.831 1.909 4.001  0.000
65 H 0.220 -5.388 -1.605  0.000
66 H -2.271 -1.234 2.139  0.000
67 N 0.043 4.756 -0.927  -0.001
68 H 4.021 2.272 0.635  0.000
69 H -6.272 -2.462 4.880  0.000
70 C 5.121 2.145 -3.597  0.000
71 C 4.511 -0.216 -3.166  0.000
72 V 0.440 0.391 -0.911  1.172
73 H -1.799 -3.160 -4.093  0.000
74 H 1.822 5.241 0.095  0.000
75 N 3.912 -1.385 1.496  0.000
76 H 4.616 -0.566 -4.193  0.000
77 O 0.193 -1.660 -1.572  0.014
78 C 2.981 2.191 0.989  0.004
79 H -0.539 5.881 -2.691  0.000
80 C -5.444 0.702 -0.805  0.000
81 H -4.623 -3.613 5.440  0.000
82 O 2.021 1.756 0.377  -0.006
83 H 5.228 -2.618 2.494  0.000
84 C -0.606 -5.058 -2.234  -0.001
85 H 4.474 2.139 3.631  0.000
86 C -1.940 -0.767 3.066  -0.001
87 H 5.618 -0.923 2.601  0.000
88 H -4.095 1.243 1.633  0.000
89 N -0.186 -0.323 -5.195  0.001
90 H -4.189 2.669 0.635  0.000
91 H 1.034 -3.527 -1.216  0.000
92 H -2.556 -4.818 4.513  0.000
93 N -4.043 0.889 -0.499  0.001
94 C 1.755 2.510 3.094  0.000
95 H -0.236 6.832 -1.298  0.000
96 H 3.273 -0.176 3.143  0.000
97 H 1.111 6.182 -2.066  0.000
98 C -3.626 -3.176 5.429  0.000
99 H -1.795 0.769 -4.545  0.000
100 H -6.018 1.624 -0.830  0.000
101 C 3.598 -1.333 0.189  0.002
102 C 4.144 2.969 3.003  0.000
103 H 1.315 -1.093 -3.891  0.001
104 H 3.700 -0.771 -2.694  0.000
105 H -3.461 -0.327 -1.998  0.000
106 C -0.631 -0.223 -6.581  0.000
107 C 0.943 -1.161 -4.909  0.001
108 H -1.775 -1.962 -2.885  0.001

Output
Relative energy (zero: lowest compared OMol25 entry of this formula, charge and spin), kJ/mol: 99.2
Charge: +2
Lowest unoccupied orbital energy (spin up / spin down), Eh: -0.172 / -0.153
Multiplicity: 2
Orbital gap (spin up / spin down), Eh: 0.2602 / 0.2792